C51H45F12N2O3SeSiTl | wB97M-V/def2-TZVPD

E_tot: -6367.65309 Ha
Charge: -2
Orbital gap: 0.2475 Ha
Spin multiplicity: 1

Geometry (Å):
1 Tl -0.11 -0.26 0.35
2 C -4.37 -0.11 -0.58
3 C -3.49 -1.14 0.09
4 C -2.87 -2.12 -0.68
5 C -2.99 -2.05 -2.19
6 C -2.07 -3.09 -0.08
7 C -1.42 -4.16 -0.94
8 C -1.83 -3.04 1.30
9 C -0.83 -3.96 1.96
10 C -2.44 -2.04 2.07
11 C -2.14 -1.96 3.55
12 C -3.25 -1.08 1.47
13 C -3.81 0.07 2.28
14 H -3.74 0.70 -0.98
15 H -5.09 0.32 0.11
16 H -4.92 -0.54 -1.41
17 H -3.88 -2.58 -2.56
18 H -2.11 -2.48 -2.67
19 H -3.04 -1.01 -2.52
20 H -0.46 -3.80 -1.33
21 H -2.05 -4.42 -1.79
22 H -1.24 -5.08 -0.38
23 H -1.31 -4.72 2.58
24 H -0.15 -3.39 2.60
25 H -0.20 -4.47 1.22
26 H -1.28 -1.30 3.71
27 H -1.89 -2.93 3.97
28 H -2.98 -1.55 4.11
29 H -3.85 0.98 1.69
30 H -3.18 0.29 3.14
31 H -4.82 -0.14 2.65
32 C -1.37 6.20 2.36
33 C -0.60 5.10 1.67
34 C 0.64 4.69 2.13
35 C 1.30 3.66 1.49
36 C 0.77 3.00 0.38
37 N 1.48 1.88 -0.10
38 C 2.70 1.96 -0.41
39 C 3.40 3.24 -0.64
40 C 4.63 3.30 -1.15
41 C 5.41 2.11 -1.49
42 C 6.80 2.26 -2.06
43 C 4.85 0.91 -1.32
44 C 3.54 0.74 -0.66
45 C 2.25 -1.63 -1.72
46 O 0.98 -1.68 -1.69
47 C 2.90 -3.01 -1.32
48 F 4.24 -3.03 -1.27
49 F 2.43 -3.38 -0.13
50 F 2.52 -3.95 -2.21
51 C 2.78 -1.15 -3.12
52 F 2.23 -1.87 -4.11
53 F 2.44 0.13 -3.32
54 F 4.13 -1.23 -3.28
55 C -0.49 3.41 -0.11
56 C -1.12 4.47 0.55
57 C -1.12 2.71 -1.36
58 O -1.22 1.39 -1.29
59 C -0.28 3.18 -2.62
60 F -0.92 3.01 -3.79
61 F 0.06 4.50 -2.58
62 F 0.87 2.50 -2.72
63 C -2.58 3.27 -1.62
64 F -3.19 2.60 -2.60
65 F -2.66 4.59 -1.94
66 F -3.35 3.10 -0.52
67 H -0.80 6.62 3.19
68 H -1.62 7.01 1.66
69 H -2.31 5.82 2.76
70 H 1.09 5.14 3.01
71 H 2.25 3.31 1.87
72 H 2.82 4.14 -0.49
73 H 5.07 4.27 -1.36
74 H 7.15 3.29 -1.97
75 H 7.51 1.62 -1.52
76 H 6.84 1.98 -3.11
77 H 5.38 0.00 -1.57
78 H -2.08 4.83 0.20
79 Se 4.42 -1.11 1.74
80 C 3.59 -0.45 0.34
81 N 2.90 -0.58 -0.74
82 O 1.28 0.45 2.61
83 Si 1.46 0.90 4.11
84 C 2.81 2.22 4.40
85 C 3.92 2.27 3.53
86 C 4.93 3.21 3.70
87 C 4.86 4.13 4.74
88 C 3.79 4.09 5.62
89 C 2.78 3.15 5.44
90 C 1.98 -0.48 5.33
91 C 3.31 -0.64 5.74
92 C 3.70 -1.72 6.54
93 C 2.77 -2.66 6.94
94 C 1.44 -2.52 6.56
95 C 1.06 -1.44 5.77
96 C -0.14 1.62 4.85
97 C -0.41 1.71 6.22
98 C -1.60 2.26 6.69
99 C -2.55 2.73 5.79
100 C -2.31 2.63 4.43
101 C -1.12 2.09 3.97
102 H 3.98 1.55 2.72
103 H 5.77 3.23 3.01
104 H 5.65 4.87 4.87
105 H 3.72 4.80 6.43
106 H 1.94 3.15 6.13
107 H 4.05 0.08 5.43
108 H 4.74 -1.82 6.83
109 H 3.07 -3.51 7.55
110 H 0.70 -3.25 6.87
111 H 0.02 -1.34 5.48
112 H 0.31 1.32 6.93
113 H -1.78 2.31 7.76
114 H -3.48 3.15 6.16
115 H -3.06 2.98 3.72
116 H -0.94 2.00 2.89

C51H47AsBr2N6O3P2RuS2Se2 | wB97M-V/def2-TZVPD

E_tot: -16286.33575 Ha
Charge: +1
Orbital gap (spin up / spin down): 0.2029 / 0.2351 Ha
ΔE to the lowest compared entry with this formula, charge and spin: 0.0 kcal/mol
Spin multiplicity: 2

Geometry (Å):
1 Ru 1.00 -0.39 -0.88
2 Br 0.72 -2.20 2.26
3 C 0.78 -3.67 1.03
4 Br 0.22 -3.14 -0.76
5 H 0.10 -4.43 1.38
6 H 1.80 -4.04 0.96
7 Se -5.58 2.37 -0.80
8 P -4.94 0.86 0.53
9 C -5.85 -0.71 0.37
10 C -5.23 -1.93 0.61
11 C -5.99 -3.09 0.60
12 C -7.35 -3.04 0.35
13 C -7.97 -1.81 0.11
14 C -7.22 -0.65 0.12
15 C -5.24 1.29 2.27
16 C -5.02 0.32 3.25
17 C -5.32 0.61 4.57
18 C -5.83 1.85 4.92
19 C -6.05 2.81 3.94
20 C -5.75 2.53 2.62
21 C -3.18 0.48 0.43
22 C -2.28 0.19 -0.61
23 N -1.08 0.00 0.01
24 N -1.24 0.17 1.30
25 N -2.47 0.47 1.58
26 P -2.37 0.05 -2.40
27 Se -0.44 -0.57 -3.17
28 C -3.63 -1.20 -2.76
29 C -3.23 -2.54 -2.72
30 C -4.16 -3.54 -2.92
31 C -5.49 -3.22 -3.16
32 C -5.88 -1.89 -3.20
33 C -4.97 -0.88 -2.98
34 C -2.81 1.64 -3.10
35 C -3.55 1.69 -4.28
36 C -3.93 2.93 -4.78
37 C -3.54 4.09 -4.13
38 C -2.75 4.03 -3.00
39 C -2.38 2.81 -2.47
40 H -4.17 -1.97 0.80
41 H -5.51 -4.04 0.80
42 H -7.94 -3.95 0.35
43 H -9.03 -1.77 -0.08
44 H -7.68 0.31 -0.07
45 H -4.62 -0.64 2.97
46 H -5.16 -0.15 5.33
47 H -6.07 2.06 5.95
48 H -6.45 3.77 4.21
49 H -5.92 3.27 1.84
50 H -2.19 -2.78 -2.55
51 H -3.85 -4.58 -2.89
52 H -6.21 -4.01 -3.33
53 H -6.92 -1.64 -3.39
54 H -5.29 0.16 -2.99
55 H -3.83 0.78 -4.78
56 H -4.53 2.98 -5.68
57 H -3.86 5.05 -4.52
58 H -2.43 4.94 -2.51
59 H -1.77 2.74 -1.58
60 C 1.61 3.86 3.47
61 N 1.55 3.08 2.26
62 C 0.95 3.54 1.03
63 C 1.00 2.27 0.19
64 O 0.59 2.13 -0.95
65 N 1.57 1.29 0.91
66 C 1.82 1.77 2.13
67 N 2.34 1.02 3.10
68 H 1.84 4.90 3.21
69 H 2.41 3.50 4.11
70 H 0.66 3.84 4.01
71 H 1.51 4.35 0.57
72 H -0.09 3.87 1.18
73 H 2.40 0.03 2.93
74 H 2.27 1.31 4.06
75 C 3.15 3.90 -2.89
76 O 3.25 2.52 -2.53
77 C 2.44 1.65 -3.12
78 S 1.39 2.09 -4.31
79 S 2.74 0.02 -2.63
80 H 3.97 4.39 -2.36
81 H 2.19 4.30 -2.57
82 H 3.25 4.03 -3.96
83 O 2.90 -1.67 -0.07
84 As 4.52 -1.42 0.23
85 C 5.41 0.18 -0.39
86 C 5.25 1.40 0.25
87 C 5.96 2.50 -0.20
88 C 6.80 2.39 -1.30
89 C 6.93 1.17 -1.95
90 C 6.24 0.06 -1.50
91 C 5.50 -2.90 -0.49
92 C 6.82 -3.09 -0.08
93 C 7.55 -4.14 -0.62
94 C 6.96 -4.99 -1.54
95 C 5.65 -4.81 -1.94
96 C 4.91 -3.75 -1.41
97 C 4.74 -1.60 2.16
98 C 4.22 -2.79 2.67
99 C 4.14 -2.99 4.03
100 C 4.57 -1.99 4.90
101 C 5.12 -0.83 4.40
102 C 5.21 -0.63 3.03
103 H 4.57 1.48 1.09
104 H 5.84 3.45 0.31
105 H 7.34 3.25 -1.65
106 H 7.58 1.08 -2.81
107 H 6.33 -0.89 -2.01
108 H 7.26 -2.41 0.64
109 H 8.58 -4.29 -0.32
110 H 7.54 -5.81 -1.96
111 H 5.20 -5.47 -2.66
112 H 3.89 -3.57 -1.71
113 H 3.89 -3.56 1.97
114 H 3.73 -3.92 4.42
115 H 4.46 -2.13 5.97
116 H 5.47 -0.06 5.08
117 H 5.66 0.28 2.64

C51H50As2BrN3O12PRuS2 | wB97M-V/def2-TZVPD

E_tot: -11318.59908 Ha
Orbital gap (spin up / spin down): 0.1728 / 0.1326 Ha
ΔE to the lowest compared entry with this formula, charge and spin: 3.8 kcal/mol
Spin multiplicity: 6

Geometry (Å):
1 Ru 0.25 0.94 -0.06
2 C 3.56 4.46 2.98
3 C 2.60 4.93 1.94
4 C 2.55 6.30 1.68
5 C 1.67 6.84 0.76
6 C 0.79 6.02 0.09
7 C 0.82 4.66 0.33
8 C 1.72 4.10 1.23
9 P 1.72 2.26 1.22
10 C 2.00 1.64 2.91
11 C 2.86 0.57 3.09
12 C 3.01 -0.01 4.34
13 C 2.30 0.50 5.42
14 C 1.42 1.56 5.23
15 C 1.23 2.12 3.98
16 C 0.20 3.18 3.76
17 C 3.25 1.96 0.28
18 C 4.56 2.04 0.75
19 C 5.61 1.79 -0.11
20 C 5.38 1.43 -1.43
21 C 4.08 1.34 -1.90
22 C 3.00 1.63 -1.07
23 C 1.60 1.61 -1.55
24 H 4.58 4.75 2.70
25 H 3.52 3.39 3.13
26 H 3.34 4.94 3.94
27 H 3.23 6.95 2.21
28 H 1.68 7.91 0.57
29 H 0.08 6.42 -0.62
30 H 0.12 4.02 -0.19
31 H 3.39 0.16 2.24
32 H 3.67 -0.85 4.47
33 H 2.43 0.07 6.40
34 H 0.85 1.92 6.07
35 H -0.60 3.09 4.49
36 H -0.22 3.10 2.76
37 H 0.63 4.18 3.86
38 H 4.76 2.27 1.78
39 H 6.63 1.87 0.25
40 H 6.20 1.22 -2.09
41 H 3.90 1.06 -2.92
42 H 1.52 1.02 -2.47
43 H 1.27 2.64 -1.79
44 Br -0.44 -0.61 3.18
45 C -1.88 0.28 2.36
46 C -3.12 0.28 2.97
47 C -4.13 1.05 2.41
48 C -3.84 1.79 1.28
49 C -2.57 1.71 0.73
50 N -1.60 0.95 1.25
51 C -2.20 2.52 -0.51
52 O -3.02 3.25 -1.03
53 O -1.00 2.36 -0.89
54 H -3.27 -0.30 3.87
55 H -5.11 1.08 2.86
56 H -4.56 2.44 0.81
57 O 2.03 -3.03 -3.11
58 C 3.06 -2.70 -2.33
59 C 4.32 -3.21 -2.65
60 C 5.43 -2.91 -1.89
61 C 5.31 -2.07 -0.78
62 C 4.07 -1.57 -0.45
63 C 2.94 -1.86 -1.20
64 C 1.68 -1.22 -0.83
65 O 1.59 -0.56 0.27
66 N 0.67 -1.28 -1.68
67 N -0.40 -0.54 -1.32
68 C -1.44 -0.73 -2.07
69 S -1.28 -1.63 -3.55
70 C -3.01 -1.41 -4.08
71 C -3.86 -1.31 -2.84
72 S -3.03 -0.14 -1.69
73 H 1.24 -2.53 -2.81
74 H 4.39 -3.85 -3.51
75 H 6.39 -3.32 -2.16
76 H 6.18 -1.83 -0.19
77 H 3.95 -0.93 0.41
78 H -3.28 -2.29 -4.67
79 H -3.08 -0.51 -4.69
80 H -3.94 -2.26 -2.32
81 H -4.85 -0.91 -3.05
82 C -4.17 -5.31 0.13
83 O -3.97 -4.33 1.13
84 C -2.72 -3.87 1.38
85 O -2.63 -2.73 1.87
86 C -1.54 -4.62 1.11
87 C -1.32 -5.98 0.95
88 As -0.20 -6.81 -0.48
89 C 1.27 -7.46 0.67
90 C 0.52 -5.02 -1.03
91 C 1.13 -4.33 0.02
92 As -0.08 -3.27 1.13
93 C 0.47 -3.73 2.97
94 C 2.50 -4.46 0.36
95 O 3.30 -5.23 -0.15
96 O 2.85 -3.62 1.38
97 C 4.17 -3.74 1.87
98 C -0.51 -4.40 -1.82
99 O -1.17 -3.44 -1.42
100 O -0.83 -4.91 -3.03
101 C 0.09 -5.78 -3.66
102 C -1.87 -7.14 1.57
103 O -1.74 -8.25 1.01
104 O -2.52 -7.16 2.76
105 C -2.51 -6.06 3.64
106 H -3.85 -6.30 0.44
107 H -3.64 -5.04 -0.79
108 H -5.24 -5.32 -0.06
109 H 1.04 -8.49 0.96
110 H 1.38 -6.86 1.57
111 H 2.20 -7.44 0.10
112 H 0.82 -4.76 3.03
113 H -0.41 -3.60 3.60
114 H 1.26 -3.07 3.32
115 H 4.47 -2.76 2.24
116 H 4.83 -4.07 1.07
117 H 4.20 -4.47 2.69
118 H 0.06 -5.54 -4.73
119 H -0.21 -6.83 -3.51
120 H 1.10 -5.63 -3.28
121 H -2.80 -6.47 4.61
122 H -3.24 -5.31 3.33
123 H -1.52 -5.61 3.72

C51H51Br2NO9P2Si2Y | wB97M-V/def2-TZVPD

E_tot: -9154.25101 Ha
Charge: -1
Orbital gap: 0.2994 Ha
ΔE to the lowest compared entry with this formula, charge and spin: 0.0 kcal/mol
Spin multiplicity: 1

Geometry (Å):
1 Y 0.76 -0.29 0.36
2 O 2.62 3.36 -0.46
3 C 2.84 4.17 0.61
4 C 3.89 5.06 0.76
5 C 3.96 5.85 1.90
6 C 2.99 5.74 2.88
7 C 1.98 4.79 2.76
8 C 1.91 3.99 1.64
9 P 0.79 2.52 1.53
10 C 1.55 1.83 3.06
11 C 0.99 1.69 4.32
12 C 1.72 1.04 5.31
13 C 2.98 0.55 5.06
14 C 3.56 0.73 3.81
15 C 2.84 1.36 2.82
16 C -0.76 3.41 1.91
17 C -1.00 4.55 1.14
18 C -2.19 5.23 1.23
19 C -3.18 4.79 2.10
20 C -2.96 3.65 2.85
21 C -1.77 2.94 2.74
22 C 3.17 3.55 -1.70
23 C 3.55 4.78 -2.23
24 C 4.10 4.83 -3.50
25 C 4.27 3.67 -4.23
26 C 3.82 2.47 -3.73
27 C 3.25 2.39 -2.46
28 P 2.31 0.88 -1.85
29 C 1.23 1.10 -3.33
30 C 1.27 0.32 -4.47
31 C 0.45 0.63 -5.55
32 C -0.40 1.72 -5.49
33 C -0.44 2.50 -4.34
34 C 0.36 2.19 -3.27
35 C 3.59 -0.34 -2.35
36 C 4.93 0.01 -2.14
37 C 5.94 -0.90 -2.39
38 C 5.63 -2.17 -2.84
39 C 4.30 -2.53 -3.01
40 C 3.29 -1.63 -2.75
41 H 4.67 5.13 0.02
42 H 4.78 6.54 2.02
43 H 3.03 6.37 3.75
44 H 1.25 4.67 3.55
45 H 0.00 2.04 4.54
46 H 1.27 0.90 6.29
47 H 3.53 0.02 5.83
48 H 4.54 0.33 3.59
49 H 3.28 1.48 1.83
50 H -0.24 4.90 0.45
51 H -2.37 6.10 0.61
52 H -4.11 5.33 2.18
53 H -3.74 3.28 3.50
54 H -1.65 2.02 3.28
55 H 3.38 5.69 -1.68
56 H 4.39 5.78 -3.91
57 H 4.73 3.71 -5.21
58 H 3.89 1.56 -4.31
59 H 1.94 -0.52 -4.52
60 H 0.49 0.02 -6.44
61 H -1.02 1.96 -6.34
62 H -1.11 3.34 -4.29
63 H 0.34 2.79 -2.37
64 H 5.17 1.00 -1.79
65 H 6.97 -0.63 -2.20
66 H 6.41 -2.89 -3.03
67 H 4.05 -3.54 -3.32
68 H 2.25 -1.94 -2.81
69 Br 3.11 -1.42 0.73
70 O -3.42 -0.46 1.49
71 N -3.95 -0.12 0.22
72 O -6.12 -0.93 -0.18
73 O -1.51 0.44 0.76
74 O -1.78 -0.17 2.89
75 C -2.15 -0.05 1.74
76 O -0.39 -0.15 -1.41
77 O 0.78 -0.99 -1.49
78 Br -0.84 -5.09 7.34
79 C -0.54 -4.07 5.75
80 C -1.58 -3.89 4.86
81 C -1.37 -3.15 3.71
82 C -0.12 -2.59 3.48
83 C 0.92 -2.77 4.39
84 C 0.72 -3.53 5.53
85 C 0.14 -1.74 2.28
86 O 0.78 -0.68 2.43
87 O -0.23 -2.14 1.14
88 H -2.56 -4.32 5.07
89 H -2.16 -2.99 3.00
90 H 1.88 -2.33 4.18
91 H 1.52 -3.71 6.23
92 C -4.27 0.38 -2.46
93 Si -2.94 0.45 -1.08
94 C -2.38 2.29 -1.13
95 C -5.35 0.11 0.36
96 C -1.60 -0.74 -1.85
97 Si -1.86 -2.66 -1.62
98 C -2.76 -3.28 -0.05
99 C -0.32 -3.75 -1.97
100 C -3.13 -3.12 -2.99
101 H -5.17 0.92 -2.21
102 H -4.57 -0.65 -2.66
103 H -3.89 0.79 -3.39
104 H -3.07 2.94 -0.59
105 H -2.34 2.65 -2.15
106 H -1.40 2.42 -0.69
107 H -5.66 1.03 -0.15
108 H -5.57 0.21 1.44
109 H -5.63 -1.74 -0.04
110 H -1.64 -0.59 -2.94
111 H -2.07 -3.45 0.77
112 H -3.29 -4.21 -0.25
113 H -3.49 -2.55 0.27
114 H 0.45 -3.58 -1.22
115 H 0.11 -3.54 -2.95
116 H -0.59 -4.80 -1.96
117 H -4.13 -2.82 -2.72
118 H -3.14 -4.20 -3.12
119 H -2.89 -2.68 -3.95

- Number 4 is which compound?
  C51H51Br2NO9P2Si2Y